145
Properties=species:S:1:pos:R:3:forces:R:3:lowdin_charge:R:1 method="wB97M-V/def2-TZVPD" e_lumo_ha=0.03360 e_homo_ev=-7.513 charge=-1 energy_ev=-153604.7420 fmax_ha_per_bohr=0.136 gap_ev=8.428
H 22.04073 3.97032 -1.78601 -0.4 0.1 -0.3 0.140
H 10.95409 -0.32898 11.70990 1.2 -0.8 -0.5 0.125
F 19.37093 6.62046 4.00769 0.6 1.8 -0.1 0.154
S 14.83398 6.07815 6.26054 -2.1 0.1 -0.5 0.702
O 11.65090 12.00062 2.31771 1.7 0.0 -0.7 0.093
O 16.29002 -0.58192 2.12982 2.0 1.9 -2.0 0.078
O 25.94600 8.04219 3.10619 -1.6 -0.5 -2.3 0.048
C 18.29215 3.55822 10.98079 -1.8 0.0 -1.9 -0.089
O 18.32547 8.63438 -2.22680 -1.1 0.4 -0.6 0.161
C 12.56934 9.37895 12.24879 0.5 -0.2 0.5 -0.009
O 23.62404 1.07402 -4.09688 -0.8 1.3 1.5 0.140
H 19.30983 0.22986 6.21914 -0.1 0.1 -0.3 0.077
C 14.67175 1.20414 2.08036 1.1 0.0 0.1 -0.008
O 23.20863 1.31116 -1.86081 2.4 -0.9 -2.6 0.065
H 10.00178 2.17708 13.84767 0.3 -0.1 0.2 0.084
C 9.19041 9.83902 11.66469 -3.0 5.8 -2.5 -0.555
H 15.38502 9.75883 0.32034 0.6 -0.6 0.2 0.138
S 17.20702 6.28750 5.52732 4.9 3.2 1.5 0.547
H 13.19882 8.58813 12.65680 -0.3 -0.4 0.0 0.089
O 22.08379 2.56768 -3.31042 0.1 -0.1 -0.1 0.085
C 22.65539 -2.22883 6.57088 2.3 -3.4 3.1 -0.632
O 16.60924 8.35273 -0.79548 -0.9 1.3 -0.4 0.065
O 21.34484 10.21990 10.03087 1.1 0.1 -0.9 0.049
H 15.69517 3.73513 12.02635 -0.4 -0.6 -0.2 0.086
C 11.18725 8.92570 11.86478 1.8 -1.6 -0.1 -0.393
H 19.88664 12.28444 11.22446 0.2 -0.1 0.2 0.091
C 12.81478 12.99339 4.21159 0.7 0.6 0.3 -0.025
H 18.12439 3.52252 9.90437 -0.4 0.3 0.0 0.141
C 25.02156 8.40697 2.11483 0.1 -3.7 -2.8 -0.510
H 10.66687 8.91189 13.93626 -0.4 -0.2 0.2 0.143
H 13.38688 13.56938 3.48424 0.0 -0.5 -0.5 0.081
O 22.47505 -2.03942 5.33138 -0.5 1.5 -4.7 0.112
O 18.54237 2.00035 12.48710 -1.7 -2.9 3.7 0.106
C 19.92495 10.50608 10.00166 0.4 0.6 -1.3 -0.307
F 14.47956 3.60935 7.56173 -1.1 1.0 -0.5 0.092
H 23.17860 1.87495 0.91462 0.7 0.2 -0.2 0.085
H 19.32463 9.60305 9.89104 0.5 -0.3 0.1 0.153
C 19.49631 11.26673 11.22521 0.0 -0.2 0.4 -0.036
F 19.26367 4.65116 4.63198 -0.6 -1.0 0.3 0.120
H 27.60835 9.71433 3.90811 -0.1 0.1 0.1 0.087
H 10.91417 10.46911 4.90821 -0.5 0.2 0.3 0.139
O 21.57680 -1.93570 7.29186 -0.6 0.2 0.6 0.116
H 16.61522 1.22021 3.18973 0.1 -0.3 -0.3 0.152
O 17.98927 6.36364 6.78903 -0.8 -0.4 -2.2 -0.356
C 19.82815 11.31594 8.69465 -0.7 0.5 -0.4 -0.098
C 23.05436 1.63671 -3.18967 0.4 -1.7 -0.4 -0.504
C 20.58164 -1.42863 6.42929 -1.3 1.5 -0.2 -0.329
O 21.16189 11.62788 8.29218 1.0 -0.6 0.6 0.046
H 19.89884 0.11203 7.79725 0.7 0.3 0.1 0.087
H 21.09172 -0.60947 4.53193 0.6 -0.3 -0.4 0.131
O 15.18712 6.85696 7.44939 -0.5 -1.4 -1.3 -0.335
H 19.26646 12.24131 8.82225 0.2 0.2 0.2 0.126
F 12.74360 5.02678 7.68695 1.0 -0.6 -0.3 0.104
H 24.07780 10.21845 4.31504 0.0 0.5 -0.2 0.131
O 16.82714 7.62476 5.01805 0.1 -2.4 0.2 -0.338
H 14.17567 -0.11056 4.34729 -0.2 0.5 -0.6 0.134
C 16.37575 3.13918 12.63444 1.2 -0.2 -0.2 -0.013
C 21.68589 2.96455 -2.01092 -0.6 0.1 1.2 -0.099
C 12.20183 -1.11662 14.24382 3.9 -1.8 1.7 -0.591
H 10.89859 1.88401 12.34647 0.4 -0.6 0.2 0.092
C 10.76521 11.42138 4.39920 0.7 0.2 -0.9 -0.067
H 15.35843 10.95193 -1.39451 -0.4 0.5 -0.4 0.143
C 10.76542 -0.97108 12.57025 -0.9 1.2 -1.4 -0.107
O 16.21465 -2.80219 1.94420 -0.6 2.5 2.8 0.113
H 27.15688 9.80883 5.63445 -0.4 0.3 -0.1 0.082
H 13.13471 9.73501 11.38759 -0.3 0.4 0.1 0.094
H 20.94605 0.76073 6.39045 0.3 -0.1 0.6 0.093
C 27.09564 9.20888 4.72649 -0.2 -0.3 0.6 -0.029
C 23.07146 2.60372 0.11118 -0.8 0.3 -0.4 -0.002
H 16.82919 3.89749 13.27277 0.2 -0.2 0.3 0.084
O 9.03839 9.04746 12.67261 -1.5 -1.2 1.1 0.124
O 24.30562 9.43728 2.47166 0.2 1.5 0.2 0.088
H 9.58923 -0.37513 14.17552 -0.1 0.7 0.6 0.157
C 22.04960 10.83609 8.97505 0.3 -0.6 -0.1 -0.457
C 19.72794 2.28931 12.06555 3.4 -1.5 1.1 -0.636
O 23.62742 -2.83103 6.99194 -1.0 1.5 0.0 0.126
O 24.81199 7.79480 1.06031 1.2 1.5 3.1 0.111
H 12.94614 9.68002 -1.90211 0.2 0.3 0.3 0.082
H 11.25137 8.22481 11.03247 0.2 -0.9 0.4 0.163
H 14.46434 2.22496 2.40128 0.3 0.1 0.0 0.084
O 20.78780 1.83045 12.45418 -1.8 0.5 -0.3 0.133
O 10.46592 9.92529 11.33226 -0.8 3.3 -2.2 0.107
H 12.73389 10.90970 3.72351 0.0 0.0 -0.4 0.154
H 19.64067 -1.97805 6.45797 0.2 -0.5 0.7 0.148
H 13.56332 12.72258 4.95620 0.0 -0.5 0.0 0.081
H 19.34060 10.82591 7.85187 0.1 -0.5 0.2 0.135
H 15.01283 1.18034 1.04536 -0.3 0.3 -0.1 0.084
O 13.05660 -1.44367 15.04671 -1.2 -0.6 -1.8 0.140
C 22.31822 1.97743 -1.06136 -0.2 0.2 1.1 -0.385
H 15.73117 0.04272 5.00797 0.5 -0.7 0.2 0.127
H 13.72343 0.67534 2.17604 0.2 -0.3 -0.1 0.083
H 18.41058 11.32071 11.30513 -0.1 0.0 -0.3 0.087
C 16.00990 -1.76932 2.59679 -0.3 -1.9 -2.3 -0.543
C 15.39200 9.11014 -0.55559 -1.1 -1.5 -0.1 -0.098
H 17.08339 1.70378 11.12638 -0.1 0.0 0.0 0.154
C 10.28106 8.51765 12.99613 1.6 -2.1 0.4 -0.094
H 10.23945 7.43037 12.93139 -0.2 0.0 0.9 0.143
C 20.23220 0.02610 6.76304 -0.9 -0.6 -0.4 -0.018
C 17.19080 8.88290 -1.94575 0.5 -0.8 1.7 -0.525
O 9.93110 11.26827 3.28334 -3.5 -2.1 0.7 0.074
H 13.58479 10.75389 -3.19264 0.3 0.7 0.8 0.076
H 21.62791 1.17497 -0.80129 -0.5 0.4 0.7 0.153
O 19.61587 3.15340 11.12354 1.2 2.5 -2.0 0.111
C 25.68695 8.81253 4.24814 1.4 2.4 -0.3 -0.306
H 23.96011 3.03776 -0.34712 0.5 -0.5 0.5 0.099
C 13.80855 9.92384 -2.52252 1.1 -1.2 -0.8 -0.001
O 13.92485 6.76444 5.29300 2.1 -2.0 1.8 -0.342
C 15.22449 -0.26257 4.09244 0.0 3.0 0.9 -0.148
C 15.82615 0.53066 2.88974 -3.0 -0.5 0.4 -0.237
H 25.07457 8.28365 4.97846 0.1 -0.1 0.0 0.155
O 16.31943 9.69933 -2.55165 0.9 -0.4 -1.7 0.093
O 9.91006 11.31249 1.02033 1.4 0.0 2.7 0.117
O 11.59471 0.00204 14.39062 -1.3 2.6 1.4 0.117
H 9.81255 -1.43456 12.31472 0.6 -1.3 0.1 0.138
F 17.93366 5.38284 3.06288 -0.4 -0.5 -0.2 0.128
F 13.13120 3.94049 5.83887 0.6 0.3 0.9 0.095
H 13.83912 9.14977 -3.28932 0.2 -0.7 0.2 0.079
H 10.27387 12.20245 4.97938 0.6 -0.1 0.4 0.140
C 24.89500 10.02919 3.61902 -0.8 -1.2 2.5 -0.070
H 25.45635 10.95077 3.46520 0.2 -0.3 -0.5 0.133
O 11.87606 -1.73410 13.07910 -1.4 0.2 -0.1 0.107
C 15.18230 9.94274 -1.76683 -0.7 3.0 -0.2 -0.339
H 14.48921 8.49936 -0.55949 0.4 -0.9 0.8 0.127
C 18.51002 5.67150 4.22360 -0.8 -0.1 0.8 -0.695
O 23.22727 10.68045 8.68495 -3.2 0.5 1.2 0.124
H 12.26626 13.78764 4.71793 -0.9 -0.4 -0.1 0.077
H 20.61724 -2.36573 4.47794 0.3 0.2 -0.3 0.137
H 22.59092 3.48765 0.53051 -0.6 -0.2 0.0 0.084
C 21.14440 -1.58182 5.02169 0.1 -0.3 1.0 -0.049
H 12.49336 10.09526 13.06686 0.1 0.5 -0.3 0.091
C 12.06805 11.77033 3.65984 0.8 1.5 1.3 -0.284
C 17.47278 2.50255 11.75760 0.0 1.8 -0.8 -0.298
C 10.42898 0.04768 13.62400 0.1 0.6 -0.7 -0.336
H 19.81169 10.70473 12.10431 0.2 0.2 0.1 0.087
C 13.72715 4.53451 6.90219 0.7 0.7 -0.9 -0.576
H 20.63816 2.77951 -1.77396 -0.4 1.0 -1.0 0.140
H 27.67655 8.32152 4.97795 -0.1 -0.2 -0.2 0.080
H 9.22000 1.40342 12.56056 -0.1 0.0 -0.4 0.086
O 8.34338 10.62896 11.18235 2.3 -3.3 1.5 0.096
C 10.19037 1.45362 13.05448 -1.4 -0.3 0.7 -0.013
N 16.15679 5.15088 5.59505 -3.7 1.3 0.5 -0.303
O 15.35079 -1.55753 3.73483 0.1 -4.3 0.9 0.082
H 18.05353 4.56137 11.33413 0.6 0.1 0.2 0.135
H 15.93441 2.35703 13.25214 -0.4 0.3 -0.1 0.084
C 10.46286 11.44306 2.11168 -1.1 1.1 -2.9 -0.580